82
Properties=species:S:1:pos:R:3:lowdin_charge:R:1 method="wB97M-V/def2-TZVPD" gap_ev="5.996 / 5.968" spin_multiplicity=5 de_lowest_kj_mol=4.8
C 0.06721 1.78443 4.91663 -0.010
C -0.48487 1.45820 3.52784 -0.463
C 0.47801 0.49538 2.87644 -0.006
C -2.03407 0.99151 3.61318 -0.456
C -2.46704 0.20113 2.36903 0.016
C -2.42497 0.20560 4.85088 0.004
O -2.71826 2.22534 3.64554 0.102
B -1.87114 3.14278 2.93779 -0.786
C -2.58359 3.56261 1.50279 -0.070
C -1.80987 3.81033 0.37850 -0.009
C -2.42111 4.19787 -0.82273 0.004
C -3.80265 4.28991 -0.88379 -0.139
C -4.46845 4.73259 -2.16357 -0.521
F -5.68986 4.13956 -2.33113 0.111
F -4.67746 6.08536 -2.18812 0.116
F -3.71696 4.42888 -3.26350 0.111
C -4.58871 4.01453 0.22673 0.000
C -3.96875 3.63181 1.42323 -0.011
C -1.70651 4.58926 3.87392 0.062
C -0.88204 5.60003 3.16823 -0.233
C -1.48640 6.57390 2.35251 -0.030
C -0.71729 7.46184 1.60628 -0.073
C 0.67954 7.40817 1.67183 -0.079
C 1.29420 6.47058 2.50874 -0.073
C 0.52326 5.56128 3.23512 -0.019
O -0.54367 2.63227 2.75010 0.108
H 0.25434 0.85613 5.46971 0.093
H 1.02292 2.31340 4.80883 0.095
H -0.62502 2.40936 5.49740 0.086
H 0.56542 -0.39975 3.49996 0.071
H 0.16149 0.20962 1.86538 0.089
H 1.47603 0.95510 2.82020 0.104
H -2.08808 -0.82713 2.41419 0.073
H -3.56312 0.15340 2.34137 0.103
H -2.10893 0.67091 1.44157 0.101
H -1.96134 -0.78867 4.83535 0.068
H -2.12911 0.73046 5.76475 0.085
H -3.51401 0.07314 4.86154 0.101
H -0.72222 3.72629 0.40731 0.128
H -1.81844 4.43246 -1.69451 0.121
H -5.66906 4.10030 0.16876 0.121
H -4.59705 3.38989 2.28288 0.125
H -2.73143 4.95559 4.01891 0.126
H -1.27107 4.33989 4.85140 0.115
H -2.57901 6.59639 2.29024 0.125
H -1.21558 8.19544 0.97077 0.107
H 1.28012 8.10153 1.08360 0.103
H 2.38153 6.43728 2.59004 0.104
H 0.99635 4.79876 3.85899 0.116
C 1.19037 -5.33352 5.77116 -0.136
C 1.80264 -4.83936 4.54852 -0.146
C 1.51295 -5.78594 3.48309 -0.120
C 0.72123 -6.86953 4.05017 -0.151
C 0.52586 -6.59080 5.46663 -0.149
Fe -0.15485 -5.14017 4.33588 0.331
C -2.06579 -5.60370 4.01845 -0.137
C -1.91527 -4.69327 5.14226 -0.110
C -1.19441 -3.52821 4.68723 -0.117
C -0.95214 -3.65531 3.23628 -0.267
C -0.30422 -2.71987 2.37321 -0.017
C -0.36306 -2.84569 0.95246 -0.225
C 0.71529 -2.41310 0.13091 -0.038
C 0.65061 -2.54466 -1.25377 -0.088
C -0.50027 -3.07573 -1.85907 -0.093
C -1.57961 -3.50642 -1.07467 -0.082
C -1.52633 -3.37958 0.31021 -0.041
C -1.43365 -5.01327 2.87318 -0.109
H 1.29919 -4.89412 6.76174 0.117
H 2.45647 -3.97259 4.47346 0.112
H 1.90329 -5.74123 2.46677 0.122
H 0.40386 -7.76991 3.52922 0.118
H 0.04050 -7.24554 6.18872 0.117
H -2.59238 -6.55974 4.01864 0.121
H -2.31076 -4.85012 6.14556 0.123
H -0.93807 -2.64000 5.25983 0.111
H 0.47150 -2.11474 2.82971 0.089
H 1.59899 -1.99392 0.61996 0.112
H 1.49665 -2.22242 -1.86592 0.103
H -0.56426 -3.13781 -2.94529 0.099
H -2.47743 -3.93031 -1.53101 0.105
H -2.37846 -3.66646 0.92677 0.112
H -1.36596 -5.41914 1.86521 0.125